1.
Entry from OMol25: a cluster of 2 separate species, C6H5NO in total at a distorted geometry (ωB97M-V with the def2-TZVPD basis set).

Structure (XYZ):
```
13
Properties=species:S:1:pos:R:3:forces:R:3
C -0.09395 -0.34378 0.36675 5.0 -1.9 -1.1
C 0.12849 0.91972 -0.42003 4.9 3.9 -1.8
C 1.26014 1.75984 -0.15230 -3.3 -3.3 1.4
C -1.41545 -0.45741 0.27487 -10.0 -0.9 -2.3
C -2.53395 -0.38937 -0.23821 -0.9 -0.4 -0.9
C 0.64210 -1.40263 -0.46354 4.4 -3.0 -0.9
H 0.91108 -1.89374 1.97868 -2.1 5.1 -1.6
H -0.40754 0.88029 -1.43128 0.5 0.5 1.9
H 1.46612 2.77331 -0.75054 -0.1 -2.7 1.8
H 1.71111 1.14065 0.88761 -0.4 3.1 -2.9
H -3.58411 -0.37079 -0.89226 3.5 -0.1 2.6
N 1.53519 -2.13151 -0.81386 -4.5 3.2 1.3
O 0.38077 -0.48458 1.65408 2.8 -3.5 2.7
```
Positions in Å, forces in eV/Å.

Calculated values
Energy above the lowest of the compared OMol25 structures with the same formula, charge and spin, kcal/mol: 197.8
Spin multiplicity: 1
Orbital gap, eV: 8.21

Atomic partial charges in e from the Löwdin method, atoms 1 to 4: atom 1 (C): -0.73, atom 2 (C): -0.15, atom 3 (C): 0.05, atom 4 (C): -0.16

---

2.
Entry from OMol25: a cluster of 3 separate species, C3H15N2O2 in total at a distorted geometry (ωB97M-V with the def2-TZVPD basis set).

Structure (XYZ):
```
22
Properties=species:S:1:pos:R:3:forces:R:3
C -0.43887 2.22564 -0.47824 1.8 0.5 0.3
C -1.17573 1.15282 -1.24688 -0.3 0.6 -1.6
C -0.52403 -0.21929 -1.47441 -0.5 -0.2 2.9
N 0.40378 -0.62376 -0.28125 1.6 0.0 -1.4
N -0.27239 1.93994 0.93509 -0.6 -1.1 0.3
H -0.88081 3.19535 -0.67342 -0.5 0.2 -0.1
H 0.59187 2.34657 -0.87512 -0.4 -0.2 -0.1
H -2.24932 1.13111 -1.02077 0.4 -0.6 0.7
H -1.25366 1.57540 -2.24860 0.1 0.1 -0.3
H -1.25958 -0.98883 -1.30929 -0.5 -0.2 -0.9
H 0.02159 -0.37330 -2.39772 0.1 0.2 0.1
H 1.29573 -0.87274 -0.71331 0.0 -0.2 0.1
H 0.12832 -1.48819 0.18703 -0.2 0.1 0.1
H 0.67110 0.09000 0.41408 -1.0 0.4 0.3
H -1.15016 1.94063 1.43243 -0.1 0.1 0.1
H 0.41316 2.41472 1.50097 0.1 0.4 -0.5
H 1.73443 -0.81978 2.88761 -0.2 0.0 0.4
H 0.28603 -0.35652 3.26212 0.2 -0.1 0.2
O 0.97730 -0.30010 2.59780 0.2 0.0 -0.6
H 0.99026 -4.04556 -0.86667 -1.0 1.2 -0.6
H 1.08936 -4.30723 0.43641 -0.8 0.9 1.2
O 0.60161 -3.61690 -0.06786 1.8 -2.0 -0.7
```
Positions in Å, forces in eV/Å.

Calculated values
Net charge: +1
Energy above the lowest of the compared OMol25 structures with the same formula, charge and spin, kcal/mol: 22.3
Spin multiplicity: 1
Orbital gap, eV: 9.95

Atomic partial charges in e from the Löwdin method, atoms 1 to 4: atom 1 (C): -0.28, atom 2 (C): -0.18, atom 3 (C): -0.08, atom 4 (N): 0.17